Entry 1:
Entry from the OMol25 dataset: C4H16O8Y as an isolated structure at a distorted geometry (wB97M-V/def2-TZVPD).

Geometry (Å):
Y (0.1164, -0.0653, 0.1333)
O (-1.3821, 0.2178, -1.9010)
C (-0.6240, 0.4647, -3.0401)
C (0.7642, 1.1883, -2.8817)
O (1.4778, 0.9301, -1.7050)
H (-1.2479, 1.0255, -3.7657)
H (-0.4141, -0.4924, -3.5730)
H (0.6250, 2.2784, -2.9509)
H (1.3196, 0.8135, -3.7580)
O (-2.1871, -0.2692, 0.8525)
C (-2.1961, -0.5864, 2.2207)
C (-0.9761, -1.2141, 2.9733)
O (0.2479, -1.1132, 2.3025)
H (-3.1310, -1.0953, 2.5369)
H (-2.3896, 0.4083, 2.6859)
H (-1.2437, -2.2420, 3.2863)
H (-0.9920, -0.6971, 3.9513)
O (2.3182, -1.1207, -0.0769)
H (2.7396, -0.7010, -0.8559)
H (2.9746, -1.7026, 0.3192)
O (-0.3906, 2.3408, 0.2949)
H (-1.0689, 2.7902, -0.2249)
H (0.1770, 3.0337, 0.6407)
O (1.7284, 1.1538, 1.3934)
H (1.9892, 2.0702, 1.5163)
H (2.3552, 0.6320, 1.9100)
O (-0.1904, -2.3078, -0.6707)
H (0.1283, -2.7103, -1.4851)
H (-0.5278, -3.0300, -0.1284)

Forces on atoms 1 to 3 (eV/Å):
Y -3.1 0.0 -1.2
O 1.9 0.5 0.8
C -0.5 -0.4 0.6

Properties
multiplicity	1
charge	-1
max |F|	3.32	eV Å⁻¹
energy relative to the best compared isomer or geometry (same formula, charge and spin)	0.146	eV
lowest unoccupied orbital energy	2.4	eV
gap between HOMO and LUMO	5.44	eV

Entry 2:
Entry from the OMol25 dataset: C4H17BrCdNO4 as an isolated structure at a distorted geometry (wB97M-V/def2-TZVPD).

Geometry (Å):
Cd (-19.6572, 21.6835, 13.8565)
Br (-18.7198, 21.6912, 16.2747)
C (-22.8858, 24.4020, 14.9112)
C (-21.8635, 23.6962, 14.0753)
C (-20.5462, 24.3672, 14.0444)
O (-19.4376, 23.5876, 13.5354)
C (-18.1114, 24.3328, 13.4052)
N (-21.6076, 22.3073, 14.3781)
H (-22.8362, 25.4617, 14.6607)
H (-22.5302, 24.3421, 15.9398)
H (-23.9086, 24.0408, 14.8043)
H (-22.0795, 23.7336, 13.0076)
H (-20.2733, 24.8280, 14.9937)
H (-20.7264, 25.2353, 13.4104)
H (-18.2609, 24.9091, 12.4922)
H (-17.2294, 23.7550, 13.1289)
H (-17.9595, 25.0126, 14.2436)
H (-21.7297, 22.1098, 15.3610)
H (-22.4747, 21.8340, 14.1677)
O (-20.2788, 21.8086, 11.8399)
H (-20.9640, 21.2169, 11.5292)
H (-19.9302, 22.2109, 11.0443)
O (-20.4222, 19.7565, 13.7359)
H (-20.4243, 19.0536, 14.3857)
H (-20.7640, 19.3488, 12.9402)
O (-17.9289, 20.9062, 12.9246)
H (-17.0281, 21.1655, 13.1184)
H (-17.8717, 19.9720, 12.7236)

Forces on atoms 1 to 3 (eV/Å):
Cd 1.8 -2.3 3.9
Br 0.1 -0.1 0.2
C 0.7 0.6 0.3

Properties
multiplicity	1
charge	+1
max |F|	5.45	eV Å⁻¹
energy relative to the best compared isomer or geometry (same formula, charge and spin)	2.666	eV
lowest unoccupied orbital energy	-3.5	eV
gap between HOMO and LUMO	8.02	eV

Entry 3:
Entry from the OMol25 dataset: C4H17BrNO4 as an isolated structure at a distorted geometry (wB97M-V/def2-TZVPD).

Geometry (Å):
Br (-0.3481, 1.4918, 1.1194)
C (1.5624, -0.9183, -0.7319)
C (0.0702, -0.9667, -0.3960)
C (-0.4999, -2.2605, -1.0325)
O (-0.2595, -2.4608, -2.4123)
C (-0.6779, -1.3831, -3.2845)
N (-0.1722, -0.8446, 1.0186)
H (1.7140, -1.0791, -1.7993)
H (2.1168, -1.6446, -0.1376)
H (2.0584, 0.0131, -0.4589)
H (-0.4860, -0.1678, -0.8864)
H (-1.5568, -2.3636, -0.7867)
H (0.0344, -3.0754, -0.5442)
H (-0.4878, -1.6167, -4.3321)
H (-0.0981, -0.5063, -2.9965)
H (-1.7517, -1.2276, -3.1801)
H (-0.0391, 0.1351, 1.2250)
H (-1.1571, -1.0055, 1.1740)
O (1.2678, 2.6645, 2.6520)
H (0.4707, 2.5651, 3.1725)
H (1.0112, 2.4031, 1.7677)
O (1.2885, 0.4384, 2.8831)
H (0.7444, 0.6069, 2.1139)
H (1.3835, 1.2939, 3.3019)
O (-2.3991, 3.4620, 0.7313)
H (-1.8264, 2.8695, 0.2443)
H (-1.9630, 3.5774, 1.5755)

Forces on atoms 1 to 3 (eV/Å):
Br -6.1 11.5 -4.5
C 0.1 0.5 0.3
C 0.0 -0.7 -0.9

Properties
multiplicity	1
charge	-1
max |F|	13.74	eV Å⁻¹
lowest unoccupied orbital energy	3.3	eV
gap between HOMO and LUMO	6.95	eV

Entry 4:
Entry from the OMol25 dataset: a 4-piece molecular cluster, C4H17N2O2 overall at a distorted geometry (wB97M-V/def2-TZVPD).

Geometry (Å):
C (-0.0029, -2.5374, 0.6642)
N (0.8615, -2.0192, 1.7035)
C (-0.5184, -1.3553, -0.1683)
N (0.3907, -0.2359, -0.1373)
C (1.5244, -0.2994, -0.9933)
C (1.2147, 0.3377, -2.4066)
H (-0.8850, -3.0621, 1.0395)
H (0.5504, -3.1973, 0.0034)
H (1.1500, -2.7000, 2.3861)
H (0.6027, -1.1270, 2.0873)
H (-1.5200, -1.0543, 0.1426)
H (-0.7368, -1.6808, -1.1942)
H (-0.1972, 0.6520, -0.2803)
H (-1.3321, 1.5883, -0.4889)
H (2.3493, 0.2607, -0.5540)
H (1.7629, -1.3391, -1.1540)
H (1.5475, -0.3252, -3.2027)
H (1.6489, 1.3201, -2.5030)
H (0.1318, 0.4063, -2.5080)
H (-2.2102, 1.8010, 0.7241)
H (-3.5702, 2.2558, 0.9714)
O (-2.8053, 1.9508, 1.4888)
H (-0.2289, 2.8827, 0.9877)
H (-0.1190, 4.1207, 1.8428)
O (0.3912, 3.3570, 1.5491)

Forces on atoms 1 to 3 (eV/Å):
C -0.1 0.4 -0.1
N 0.0 0.2 -0.5
C -1.0 -0.4 -0.2

Properties
multiplicity	1
charge	+1
max |F|	1.76	eV Å⁻¹
energy relative to the best compared isomer or geometry (same formula, charge and spin)	8.635	eV
lowest unoccupied orbital energy	-9.2	eV
gap between HOMO and LUMO	4.38	eV

Entry 5:
Entry from the OMol25 dataset: a 3-piece molecular cluster, C4H17N2O2 overall at a distorted geometry (wB97M-V/def2-TZVPD).

Geometry (Å):
C (2.4503, -1.4301, -0.1955)
C (1.0475, -1.3312, 0.3552)
C (0.6942, 0.0943, 0.8010)
C (-0.6160, 0.3140, 1.4953)
N (-1.7958, -0.1685, 0.7165)
N (0.1185, -1.7246, -0.7337)
H (2.5881, -0.9473, -1.1619)
H (3.1877, -0.9550, 0.4617)
H (2.8278, -2.4604, -0.2197)
H (0.8793, -2.0399, 1.1478)
H (1.5296, 0.3666, 1.4574)
H (0.9910, 0.8438, 0.0608)
H (-0.8267, 1.2904, 1.8583)
H (-0.7041, -0.2296, 2.4395)
H (-2.1029, 0.5546, 0.0535)
H (-1.3624, -0.9810, 0.0320)
H (-2.5704, -0.4732, 1.3053)
H (0.2556, -1.1525, -1.5544)
H (0.2117, -2.7074, -0.9821)
H (-2.7302, 1.4272, -2.5918)
H (-3.7030, 0.3810, -2.0387)
O (-2.8389, 0.8134, -1.8468)
H (1.0467, 3.3266, -1.0126)
H (0.8142, 4.0097, 0.3189)
O (0.6081, 3.1790, -0.1658)

Forces on atoms 1 to 3 (eV/Å):
C 1.5 0.0 1.1
C -0.5 0.5 -1.7
C 2.0 0.2 0.2

Properties
multiplicity	1
charge	+1
max |F|	2.61	eV Å⁻¹
energy relative to the best compared isomer or geometry (same formula, charge and spin)	0.679	eV
lowest unoccupied orbital energy	-2.7	eV
gap between HOMO and LUMO	10.80	eV

Entry 6:
Entry from the OMol25 dataset: a 3-piece molecular cluster, C4H17N2O2 overall at a distorted geometry (wB97M-V/def2-TZVPD).

Geometry (Å):
C (-0.8106, 1.0067, -0.8403)
N (-0.9837, 0.0329, 0.2411)
C (-2.2713, -0.0057, 0.9506)
C (0.3378, 2.0114, -0.4159)
N (1.3974, 1.1865, 0.1621)
C (2.3691, 0.7084, -0.8461)
H (-0.4873, 0.5930, -1.7689)
H (-1.7115, 1.5704, -1.0303)
H (-0.7986, -0.8812, -0.0957)
H (-3.1346, -0.1503, 0.3070)
H (-2.2239, -0.8050, 1.6876)
H (-2.4383, 0.8993, 1.4957)
H (0.6637, 2.4555, -1.3605)
H (-0.0816, 2.7684, 0.2428)
H (-0.1981, 0.0364, 0.9205)
H (1.8937, 1.7530, 0.8198)
H (1.9204, -0.1193, -1.3864)
H (2.7335, 1.5150, -1.4907)
H (3.2683, 0.4349, -0.2920)
H (2.0886, -1.4059, 1.5961)
H (1.2053, -2.5383, 1.6754)
O (1.1531, -1.6018, 1.4440)
H (-1.1133, -3.2896, -1.4122)
H (-1.5813, -3.4069, 0.0034)
O (-1.1968, -2.7680, -0.6072)

Forces on atoms 1 to 3 (eV/Å):
C 1.1 2.2 0.7
N -0.2 -0.3 0.6
C -0.5 -0.3 0.5

Properties
multiplicity	1
charge	+1
max |F|	2.59	eV Å⁻¹
energy relative to the best compared isomer or geometry (same formula, charge and spin)	1.150	eV
lowest unoccupied orbital energy	-2.7	eV
gap between HOMO and LUMO	10.47	eV

Entry 7:
Entry from the OMol25 dataset: a 3-piece molecular cluster, C4H17N2O2 overall at a distorted geometry (wB97M-V/def2-TZVPD).

Geometry (Å):
C (1.6314, -0.8125, -1.7100)
C (1.7838, -1.2071, -0.1982)
C (0.4548, -1.1228, 0.7387)
C (-1.7576, 0.0552, 1.1665)
N (-0.2396, 0.1996, 0.8044)
N (1.2073, 0.6236, -1.9462)
H (0.8516, -1.6192, -2.1743)
H (2.5542, -1.0072, -2.2282)
H (2.2385, -2.2017, -0.0356)
H (2.4058, -0.5169, 0.2030)
H (0.9442, -1.0286, 1.7961)
H (-0.1811, -2.0041, 0.8042)
H (-2.1363, -0.6562, 0.3803)
H (-2.1796, 1.0643, 1.1800)
H (-1.9407, -0.4696, 2.1183)
H (0.2973, 0.8403, 1.4819)
H (-0.1066, 0.6343, -0.1350)
H (2.0747, 1.2449, -2.1796)
H (0.6909, 0.5736, -2.7100)
H (0.8675, 1.7437, 3.8876)
H (1.7061, 0.7107, 3.7346)
O (0.9052, 0.9895, 3.2657)
H (-4.0797, 1.4352, -2.3569)
H (-3.3430, 0.1494, -3.1441)
O (-3.4193, 0.7440, -2.3422)

Forces on atoms 1 to 3 (eV/Å):
C -1.9 -1.9 0.1
C -3.5 -0.9 -1.2
C 3.7 0.3 2.8

Properties
multiplicity	1
charge	+1
max |F|	6.28	eV Å⁻¹
energy relative to the best compared isomer or geometry (same formula, charge and spin)	2.545	eV
lowest unoccupied orbital energy	-2.7	eV
gap between HOMO and LUMO	10.75	eV

Entry 8:
Entry from the OMol25 dataset: a 5-piece molecular cluster, C4H17NO5S overall at a distorted geometry (wB97M-V/def2-TZVPD).

Geometry (Å):
C (2.1777, -0.9604, -0.1695)
N (1.6325, -0.2083, 0.9418)
C (0.5247, 0.6817, 0.4675)
C (-0.1895, 1.2638, 1.7727)
S (-1.9185, 1.2819, 2.1752)
C (1.0676, 1.9780, -0.1661)
O (2.1722, 2.2744, 0.0819)
H (2.0806, -0.4204, -1.1238)
H (3.2589, -1.2758, -0.0789)
H (1.5850, -1.8622, -0.4308)
H (2.4641, 0.2844, 1.3091)
H (-0.1692, 0.1388, -0.2930)
H (0.4314, 0.8782, 2.5670)
H (-0.0458, 2.3776, 1.7410)
H (-2.0030, -0.0532, 2.2830)
H (0.4674, 2.6698, -0.8317)
H (-2.2543, 0.9716, -2.4641)
H (-1.8944, 1.6217, -1.0804)
O (-1.7387, 1.5173, -1.9851)
H (-0.2749, -1.5836, 1.0623)
H (-1.2827, -1.8767, 2.2109)
O (-1.2238, -1.8100, 1.2673)
H (1.0001, -0.9149, -1.9509)
H (-0.3685, -0.8070, -2.1380)
O (0.3029, -1.5266, -2.1885)
H (-1.5286, -2.1356, -1.3006)
H (-2.1474, -1.1748, -0.4040)
O (-2.1258, -1.3299, -1.2744)

Forces on atoms 1 to 3 (eV/Å):
C 0.9 -2.0 -1.0
N -0.6 1.8 -2.8
C -0.9 -2.7 0.9

Properties
multiplicity	2
charge	+1
max |F|	5.72	eV Å⁻¹
<S²>	0.7574
energy relative to the best compared isomer or geometry (same formula, charge and spin)	3.340	eV
lowest unoccupied orbital energy (alpha / beta)	-3.9 / -9.3	eV
gap between HOMO and LUMO (alpha / beta)	10.53 / 4.42	eV

Which formula does entry 3 have? C4H17BrNO4

Among the records above, which one has the lowest max |F|? number 4